1.
10
Properties=species:S:1:pos:R:3:forces:R:3:lowdin_charge:R:1 method="wB97M-V/def2-TZVPD" multiplicity=1 charge=-1 homo_energy_ha=-0.187 e_above_lowest_kcal_mol=0.0
N -0.67279 2.19833 0.85441 -2.245 0.346 0.347 -0.257
O 1.15747 -0.38659 -0.20887 -0.719 0.887 1.386 -0.157
O -0.41577 -0.11462 1.88706 -0.760 0.919 -0.850 -0.295
O -1.55641 0.03245 -0.31122 -0.048 0.396 -0.176 -0.353
O -2.82178 0.91824 1.52090 -0.445 0.824 0.626 -0.286
O 0.73129 1.91742 0.93003 -0.277 -1.673 0.023 -0.271
O 2.16117 0.10773 2.04204 0.634 -0.224 0.748 -0.265
P 0.95632 0.33292 1.27032 1.694 -0.250 -1.691 0.286
S -1.56534 0.88536 0.86784 2.077 -0.963 -0.501 0.565
H 0.34428 -0.20533 -0.72025 0.089 -0.262 0.087 0.033

=====

2.
37
Properties=species:S:1:pos:R:3:forces:R:3:lowdin_charge:R:1 method="wB97M-V/def2-TZVPD" multiplicity=1 charge=+2 homo_energy_ha=-0.584 e_above_lowest_kcal_mol=7.5
W 0.32262 -0.16129 -0.53869 0.637 0.913 -0.577 1.951
O -0.18279 2.57807 1.78927 -0.133 0.184 -0.145 0.271
C -0.66900 1.55363 1.50984 -0.035 -0.207 -0.099 -0.397
O -0.81145 1.15295 0.11123 0.172 0.193 0.311 -0.251
C -1.09883 0.42805 2.42756 0.068 -0.084 0.047 -0.057
C -2.00429 -0.56622 1.70711 0.031 -0.114 -0.282 -0.195
C -2.53141 -1.65443 2.62308 -0.029 -0.029 0.071 -0.051
C -1.29056 -2.55370 2.84648 -0.039 0.014 0.101 -0.058
C -0.21814 -1.80709 2.08478 -0.100 0.027 -0.276 -0.179
O -0.98791 -1.29516 0.89776 -0.020 -0.032 0.488 -0.208
C 0.13670 -0.49028 2.81062 -0.196 0.068 -0.082 -0.057
C 1.45535 0.07539 2.35742 -0.199 0.036 0.070 -0.342
O 2.38943 0.45096 2.93082 0.123 0.010 -0.102 0.301
O 1.43564 0.10541 0.86455 0.024 -0.303 0.274 -0.234
H -1.54819 0.88399 3.30762 0.028 -0.027 0.043 0.188
H -2.73838 -0.12481 1.04157 0.021 0.022 -0.035 0.170
H -2.92898 -1.22935 3.54361 0.002 -0.010 -0.002 0.143
H -3.33212 -2.20154 2.13274 -0.015 0.001 0.015 0.138
H -1.01811 -2.66046 3.89504 -0.018 -0.036 -0.007 0.141
H -1.43338 -3.54677 2.42900 0.007 -0.002 -0.016 0.139
H 0.61919 -2.40239 1.73096 0.027 0.013 -0.024 0.173
H 0.20730 -0.63528 3.88610 0.012 0.032 0.021 0.185
Cl 3.24969 -0.57910 -1.46472 -0.050 0.057 0.001 0.838
C 2.46183 0.60161 -2.43046 0.075 0.043 -0.046 -0.652
C 1.12647 0.89095 -2.12583 -0.406 -0.618 0.175 -0.336
C 0.43170 1.72537 -3.01560 -0.104 0.164 0.065 -0.572
Cl -1.29427 1.87369 -2.81575 0.053 0.327 -0.058 1.033
C 1.03702 2.36762 -4.06432 0.081 0.035 0.035 -0.679
Cl 0.16173 3.41269 -5.07699 0.030 0.002 -0.035 0.812
C 2.42137 2.12770 -4.27867 -0.067 0.101 -0.098 -0.653
Cl 3.20251 2.92652 -5.53560 0.033 0.007 -0.054 0.852
C 3.12566 1.21536 -3.48684 0.071 -0.037 0.105 -0.689
Cl 4.75247 0.84906 -3.80062 0.033 0.020 -0.015 0.810
F -2.61347 -0.38442 -1.92911 -0.332 0.283 0.228 0.159
C -1.36117 -0.19820 -2.13450 0.414 -1.028 0.314 -0.534
F -1.01410 -0.81658 -3.21484 -0.104 0.013 -0.340 0.139
F 0.53988 -1.91197 -1.01463 -0.094 -0.040 -0.073 -0.298

=====

3.
98
Properties=species:S:1:pos:R:3:forces:R:3:lowdin_charge:R:1 method="wB97M-V/def2-TZVPD" multiplicity=1 charge=-1 homo_energy_ha=-0.186
C 2.36527 -3.70347 1.81806 -0.197 0.087 0.472 -0.046
C 1.10749 -3.48087 2.67951 0.333 -0.258 -0.697 -0.238
O 1.25429 -2.34578 3.53528 -0.182 -0.240 0.139 -0.049
C 0.95525 -1.12679 2.94808 0.251 0.039 -0.084 -0.488
O 1.81502 -0.30230 2.86560 -0.106 0.051 0.139 0.100
C -0.48314 -0.91920 2.56341 -0.239 0.489 -0.008 -0.115
C -0.68108 -0.01340 1.33516 -0.141 -0.679 0.048 -0.216
C -0.00992 -0.59003 0.08016 0.136 0.167 0.268 -0.270
P 1.24472 0.49799 -0.83701 0.341 -1.015 -0.543 0.570
N 2.11430 -0.97809 -1.41406 -0.431 0.199 0.213 -0.168
O 0.34866 2.01274 -0.52121 0.212 0.131 0.695 -0.285
C 1.11242 3.15750 -0.52280 -0.259 0.550 -0.579 -0.406
C 1.42222 3.82985 0.85756 0.468 -0.545 0.078 -0.184
C 0.40787 3.53171 1.91723 -0.646 0.326 -0.244 -0.797
O -0.76775 3.58265 1.80706 0.282 -0.082 0.061 0.026
I 1.25122 3.17980 3.91654 0.051 -0.053 0.032 0.721
C 2.35332 2.88366 -1.43609 -0.335 -0.449 -0.814 -0.529
P 3.86294 3.81212 -0.97581 0.059 0.233 0.395 0.879
C 4.69522 2.53097 0.03316 -0.040 0.212 0.147 -0.260
O 4.73671 3.78375 -2.39444 0.036 -0.083 0.000 -0.330
O 2.51453 1.51642 -1.61786 -0.030 0.303 0.227 -0.346
H 2.96040 -2.79045 1.82599 -0.028 0.021 -0.203 0.078
H 2.08488 -3.95746 0.79716 0.135 0.007 -0.041 0.074
H 2.97970 -4.49816 2.24255 0.045 -0.017 -0.087 0.063
H 0.25144 -3.37126 2.01163 -0.099 0.156 0.144 0.106
H 0.92431 -4.35037 3.29898 -0.043 0.109 0.120 0.079
H -1.00251 -1.86805 2.44036 0.036 -0.047 0.012 0.107
H -0.93141 -0.42377 3.43658 0.027 -0.130 0.029 0.130
H -1.76368 0.02746 1.18253 0.056 0.348 0.011 0.109
H -0.32823 0.98361 1.57361 0.049 0.086 -0.081 0.065
H -0.73600 -0.95564 -0.64957 -0.068 0.064 0.053 0.062
H 0.55631 -1.47493 0.39696 0.115 0.032 -0.203 0.051
H 0.51969 0.44580 -2.05517 0.066 0.180 -0.119 0.028
H 2.04185 0.64385 0.35072 -0.256 0.087 0.213 0.049
H 2.67082 -1.41405 -0.68652 0.203 0.126 -0.043 -0.005
H 2.71148 -0.72591 -2.18983 0.203 0.016 0.091 -0.002
H 0.56760 3.93905 -1.07012 -0.196 -0.073 0.158 0.107
H 1.36944 4.91371 0.71964 0.061 0.027 0.065 0.123
H 2.42091 3.61757 1.23687 -0.105 -0.150 0.031 0.048
H 2.08102 3.31425 -2.41717 0.080 0.196 0.054 0.106
H 3.93120 1.86302 0.43610 0.091 -0.110 -0.021 0.022
H 5.40340 1.95189 -0.55858 -0.099 -0.020 -0.055 0.043
H 5.21453 3.02830 0.85235 0.128 -0.112 0.034 0.021
H 5.01658 4.69193 -2.52652 0.079 -0.003 -0.214 0.012
C -2.21221 4.52691 -2.39005 0.198 -0.408 0.327 -0.025
C -1.56056 5.73970 -3.08007 -0.296 -0.350 -0.125 -0.440
C -1.92926 7.13617 -2.57581 0.092 0.071 0.048 -0.304
F -3.23680 7.39973 -2.77510 -0.073 -0.066 -0.011 0.093
F -1.21173 8.05453 -3.26716 -0.010 -0.003 0.002 0.090
F -1.74249 5.67247 -4.41820 0.007 0.061 0.046 0.131
F -0.22852 5.61864 -2.83208 0.201 0.124 -0.001 0.100
O -3.30871 3.92205 -3.05615 -0.012 0.438 -0.369 0.056
C -4.59938 4.29476 -2.83945 0.154 -0.238 0.148 -0.555
C -5.26141 4.76768 -4.13784 -0.062 -0.028 -0.079 -0.286
F -4.62309 5.84721 -4.63033 0.011 0.055 0.034 0.098
F -6.54415 5.11563 -3.87729 -0.014 0.012 -0.019 0.091
F -4.72771 5.21007 -1.86315 0.040 0.123 -0.018 0.153
F -5.28820 3.19623 -2.44853 -0.070 -0.028 0.074 0.142
H -1.44118 3.75598 -2.39996 -0.008 -0.017 0.015 0.147
H -2.43032 4.72620 -1.34089 -0.067 0.161 -0.035 0.152
H -1.69433 7.23524 -1.51312 -0.024 -0.018 0.003 0.173
H -5.24432 3.96681 -4.87880 0.003 -0.015 0.015 0.174
C 1.99107 -5.56973 7.29691 0.533 0.174 0.080 -0.033
C 1.06408 -5.82055 6.09706 -0.107 -0.254 0.162 -0.435
C -0.05459 -4.80537 5.84350 -0.031 0.250 -0.165 -0.302
F -0.92902 -4.80536 6.87139 0.023 -0.034 0.097 0.097
F -0.72974 -5.15493 4.72216 0.000 -0.148 0.149 0.093
F 0.55019 -7.06880 6.15904 -0.015 0.059 0.018 0.134
F 1.86922 -5.76354 4.99760 0.030 0.047 -0.056 0.100
O 1.74144 -6.31437 8.47693 -0.442 -0.184 -0.228 0.049
C 0.92919 -5.86448 9.47630 0.268 0.050 -0.012 -0.554
C -0.23548 -6.83065 9.71944 -0.052 -0.076 0.045 -0.290
F -0.99994 -6.93488 8.61750 -0.017 0.045 -0.019 0.105
F -0.99830 -6.34887 10.72738 -0.017 -0.011 0.009 0.096
F 0.49781 -4.61068 9.27566 -0.075 0.025 -0.091 0.160
F 1.65809 -5.85777 10.62003 0.028 0.052 0.080 0.136
H 2.96300 -5.93041 6.96475 -0.006 -0.012 -0.011 0.148
H 2.10596 -4.50514 7.49977 -0.219 0.029 -0.013 0.151
H 0.34910 -3.79824 5.70081 0.041 -0.020 0.012 0.169
H 0.14697 -7.81644 9.99018 0.019 0.009 0.007 0.174
C -0.08987 -0.43739 -6.30046 0.512 0.325 0.238 -0.046
C -0.62827 -0.78321 -7.69746 -0.065 -0.275 0.162 -0.439
C -1.85114 -0.01632 -8.20662 0.006 0.078 -0.131 -0.308
F -2.93779 -0.26477 -7.45318 -0.014 -0.051 0.097 0.098
F -2.12261 -0.42246 -9.47271 0.008 0.014 0.026 0.086
F -0.84706 -2.11054 -7.80727 -0.016 0.048 0.007 0.133
F 0.36958 -0.45697 -8.57588 0.031 0.075 -0.022 0.092
O -0.43193 -1.29620 -5.23916 -0.450 -0.399 -0.408 0.052
C -1.54404 -1.09582 -4.46187 0.405 0.294 0.061 -0.552
C -2.46638 -2.31610 -4.50549 -0.043 -0.116 0.015 -0.281
F -2.89051 -2.54868 -5.76766 0.000 0.061 -0.021 0.092
F -3.55115 -2.07796 -3.73447 -0.016 -0.008 0.000 0.097
F -2.20474 0.03075 -4.80047 -0.093 -0.045 -0.106 0.146
F -1.13365 -0.95957 -3.19675 -0.172 -0.039 0.118 0.145
H 0.98937 -0.55326 -6.39281 0.000 -0.003 -0.014 0.151
H -0.26750 0.60954 -6.05154 -0.180 -0.010 -0.081 0.150
H -1.65273 1.05846 -8.22094 -0.007 -0.003 0.033 0.171
H -1.93757 -3.19490 -4.13375 0.012 0.007 0.013 0.175

=====

| no. | gap between HOMO and LUMO (eV) | calculated total energy (Ha) | strongest force on any atom (eV Å⁻¹) |
| --- | --- | --- | --- |
| 1 | 8.83 | -1246.4594 | 2.407 |
| 2 | 6.04 | -3619.6035 | 1.254 |
| 3 | 7.03 | -5120.9024 | 1.201 |